Entry 1:
48
Properties=species:S:1:pos:R:3:forces:R:3:lowdin_charge:R:1 method="wB97M-V/def2-TZVPD" spin_multiplicity=1 total_charge=+3 gap_ev="5.83 / 5.76" homo_energy_ev="-18.740 / -18.747" molar_mass_g_mol=419.43 lumo_ha="-0.4745 / -0.4774" energy_ha=-1532.82649
Ru 0.14069 -0.64277 0.13508 -1.17 1.25 0.40 0.874
N -1.63230 -1.84364 0.36765 0.25 -0.36 0.02 0.035
C -2.20457 -1.03363 1.41067 0.18 -0.04 -0.19 -0.243
C -2.48377 -1.59283 2.64685 -0.07 0.03 0.13 0.014
C -3.14689 -0.83758 3.60068 0.02 -0.11 0.00 0.025
C -3.55776 0.46832 3.31616 0.01 -0.01 -0.05 0.015
C -3.27727 1.02548 2.09014 0.09 0.05 -0.11 0.031
C -2.53971 0.31389 1.11602 -0.14 0.05 0.29 -0.122
C -2.13581 0.99191 -0.09423 0.13 0.07 -0.03 -0.106
C -2.98822 1.91454 -0.70684 -0.04 -0.08 0.06 0.023
C -2.60639 2.54583 -1.86726 0.13 -0.04 -0.03 0.083
C -1.29288 2.37734 -2.41384 -0.12 0.22 0.11 0.014
C -0.40148 1.57942 -1.78724 0.19 -0.38 -0.17 -0.086
C -0.78781 0.76038 -0.66231 0.17 -0.28 -0.02 -0.222
H -1.50001 -2.79432 0.71205 0.00 -0.04 -0.08 0.133
H -2.22209 -1.91280 -0.46062 -0.01 0.10 -0.01 0.146
H -2.25093 -2.63114 2.85321 0.02 -0.01 -0.04 0.139
H -3.38042 -1.28385 4.55876 -0.01 0.02 0.01 0.143
H -4.09047 1.04013 4.06395 0.00 0.02 -0.01 0.142
H -3.55560 2.05090 1.88621 -0.01 0.00 0.05 0.137
H -3.98230 2.07039 -0.30922 -0.01 0.01 -0.02 0.144
H -3.30863 3.19309 -2.37986 0.00 0.00 0.00 0.150
H -1.01815 2.91888 -3.30973 0.00 0.05 0.02 0.143
H 0.60435 1.50762 -2.18273 -0.02 -0.10 0.03 0.094
C 2.46465 0.33165 2.48102 0.04 -0.01 0.01 -0.213
P 2.12453 0.53750 0.71981 0.05 -0.13 0.10 0.802
C 2.12075 2.31517 0.40756 -0.02 0.03 0.02 -0.201
C 3.50423 -0.17852 -0.23156 -0.03 0.02 -0.14 -0.348
C 3.00502 -0.45429 -1.65391 0.06 0.07 0.07 -0.350
P 1.42138 -1.34690 -1.55060 0.29 -0.32 -0.39 0.741
C 1.85417 -3.04132 -1.07871 -0.02 -0.04 -0.02 -0.200
C 0.72242 -1.45007 -3.20743 -0.02 -0.06 0.00 -0.187
H 3.45435 0.73732 2.70534 0.00 0.01 -0.01 0.082
H 2.45245 -0.71948 2.77217 0.00 0.00 -0.01 0.060
H 1.72768 0.87920 3.06986 -0.01 -0.01 0.00 0.065
H 3.04451 2.73336 0.81333 0.00 0.01 0.00 0.083
H 1.27169 2.78583 0.90293 0.01 0.00 0.01 0.069
H 2.07615 2.53018 -0.65868 0.02 0.00 -0.01 0.051
H 3.82509 -1.09655 0.26678 -0.01 -0.01 -0.02 0.098
H 4.36059 0.49893 -0.22833 -0.02 0.02 0.01 0.118
H 3.71436 -1.05298 -2.23052 0.00 0.00 0.01 0.118
H 2.85178 0.47384 -2.21248 0.01 0.00 0.02 0.096
H 2.51487 -3.45215 -1.84706 0.01 -0.03 0.03 0.086
H 0.96100 -3.66537 -1.02862 0.01 -0.02 -0.04 0.059
H 2.37361 -3.09036 -0.12023 0.02 0.03 -0.01 0.060
H 1.53637 -1.67445 -3.90168 -0.02 -0.02 -0.02 0.085
H 0.24083 -0.52401 -3.51420 0.04 0.03 0.01 0.048
H -0.00402 -2.26210 -3.25836 -0.01 0.01 0.02 0.072



Entry 2:
61
Properties=species:S:1:pos:R:3:forces:R:3:lowdin_charge:R:1 method="wB97M-V/def2-TZVPD" s_squared=2.005 spin_multiplicity=3 total_charge=+1 gap_ev="7.71 / 7.85" homo_energy_ev="-11.220 / -11.684" molar_mass_g_mol=672.72 lumo_ha="-0.1291 / -0.1409" energy_ha=-4589.93997
Pd 0.13598 0.90046 -0.19907 -0.18 -0.19 -0.02 1.072
N -1.98017 -2.85540 -2.57412 0.03 0.00 0.01 0.169
C -1.46833 -1.44975 -2.28820 0.00 -0.13 -0.09 -0.485
C -1.63735 -0.58606 -3.52980 -0.02 0.02 -0.04 -0.083
P -2.53710 -0.95183 -0.86116 0.06 0.13 0.16 0.319
O -3.90639 -0.58777 -1.63852 -0.02 0.05 -0.02 -0.130
O -2.74743 -2.20021 -0.07545 0.05 0.01 0.04 -0.303
O -2.00974 0.31763 -0.23344 0.03 -0.04 -0.18 -0.396
P 0.34735 -1.56070 -1.79252 -0.19 0.02 0.04 0.306
O 0.58015 -3.15008 -1.98155 0.06 0.05 0.00 -0.132
O 1.10776 -0.72532 -2.73729 0.00 0.13 0.03 -0.279
O 0.43873 -1.27060 -0.30782 0.09 -0.13 0.09 -0.405
H -2.78613 -2.82236 -3.19818 0.00 -0.01 0.00 0.164
H -2.28139 -3.23306 -1.65474 -0.02 0.01 0.01 0.130
H -1.24521 -3.44970 -2.96154 0.00 0.00 -0.01 0.144
H -2.67895 -0.56772 -3.85473 0.00 -0.01 0.01 0.082
H -0.98959 -0.92340 -4.33812 0.00 -0.01 0.00 0.090
H -1.34059 0.43623 -3.30060 0.00 -0.01 0.01 0.086
H -4.65822 -1.01815 -1.21300 -0.02 0.00 0.00 0.087
H 0.98221 -3.54867 -1.19946 0.03 -0.03 -0.01 0.097
O 7.76180 -1.54651 -0.99135 -0.02 0.01 0.03 0.129
C 6.59945 -1.90907 -0.41176 -0.01 -0.03 -0.08 -0.478
O 6.48381 -2.98585 0.09647 0.00 0.01 0.03 0.136
C 5.47600 -0.91288 -0.45243 0.02 -0.02 0.04 -0.125
C 5.37816 0.08066 -1.41805 -0.03 0.04 -0.01 -0.008
C 4.29305 0.94507 -1.42504 0.05 -0.08 0.02 -0.002
C 3.31314 0.80420 -0.45393 -0.04 0.09 -0.04 -0.256
C 3.38403 -0.20272 0.50132 0.03 -0.02 0.00 -0.002
C 4.47056 -1.05370 0.50130 -0.01 0.01 0.00 0.014
N 2.17193 1.64673 -0.43926 0.14 -0.03 0.04 0.029
C 2.26141 2.90232 -0.58038 -0.11 0.13 0.00 -0.032
C 1.02940 3.71990 -0.58233 0.08 -0.05 0.01 -0.232
C 1.06620 5.09583 -0.70424 -0.05 0.01 0.01 0.008
C -0.13555 5.79466 -0.69210 0.02 -0.01 0.00 -0.026
C -1.32014 5.09425 -0.55918 -0.01 0.00 0.00 -0.023
C -1.27119 3.71055 -0.44229 0.00 -0.02 0.00 -0.086
N -0.12400 3.04683 -0.45447 0.02 0.14 -0.04 0.016
H 7.74735 -0.61577 -1.24248 0.01 -0.01 0.00 0.100
H 6.11297 0.16537 -2.20974 0.00 0.00 0.00 0.122
H 4.18465 1.68058 -2.21096 -0.01 0.01 0.00 0.122
H 2.58527 -0.30412 1.22392 -0.01 0.01 0.00 0.103
H 4.55498 -1.85064 1.22719 0.00 0.00 0.00 0.128
H 3.21860 3.41248 -0.68187 0.03 -0.04 -0.01 0.146
H 2.01248 5.60971 -0.80460 0.01 -0.01 0.00 0.124
H -0.13939 6.87192 -0.78679 -0.01 0.00 0.00 0.121
H -2.27503 5.59964 -0.54787 0.00 0.01 0.00 0.117
H -2.16539 3.10722 -0.34041 0.00 0.01 0.00 0.117
C -2.58232 1.16885 2.84244 -0.10 0.03 -0.02 -0.194
As -0.84553 0.37722 2.95626 -0.03 -0.12 -0.05 1.016
C -0.93264 -1.50542 2.63459 -0.13 -0.10 0.02 -0.184
C -0.20399 0.66277 4.73614 0.04 0.04 0.00 -0.198
O 0.24104 1.12848 1.91832 0.12 0.11 0.02 -0.580
H -3.24119 0.72015 3.58497 0.01 0.00 0.01 0.049
H -2.97378 0.99953 1.84175 0.04 -0.01 0.00 0.016
H -2.48881 2.23722 3.03212 0.01 -0.01 0.02 0.046
H -1.95735 -1.86275 2.72121 0.00 0.03 0.04 0.048
H -0.29606 -2.01042 3.35929 0.02 -0.01 -0.03 0.046
H -0.59009 -1.69620 1.61949 0.04 0.04 0.00 0.000
H -0.86789 0.18272 5.45350 -0.01 -0.01 -0.01 0.048
H -0.15895 1.73240 4.93071 -0.01 0.00 0.00 0.046
H 0.79488 0.23837 4.81629 0.00 0.00 0.00 0.046



Entry 3:
54
Properties=species:S:1:pos:R:3:forces:R:3:lowdin_charge:R:1 method="wB97M-V/def2-TZVPD" spin_multiplicity=1 gap_ev=6.38 homo_energy_ev=-6.993 molar_mass_g_mol=656.89 lumo_ha=-0.0224 energy_ha=-4045.12816
Tl 0.72904 1.45963 -2.40505 0.12 -0.42 -0.48 0.964
O -2.64976 4.80083 -2.52095 -0.22 0.12 0.28 0.127
C -1.57736 4.05163 -2.22995 0.43 -0.41 -1.84 -0.462
O -0.89666 3.53243 -3.09415 -0.56 0.92 0.80 -0.007
C -1.32826 3.91153 -0.78775 0.13 -0.14 1.21 -0.169
C -1.99986 4.68773 0.15965 0.17 -0.17 -0.47 0.028
C -1.67686 4.53113 1.49415 0.33 -0.35 0.12 -0.017
C -0.71956 3.58553 1.84195 -0.20 0.26 -0.24 0.034
C -0.14056 2.81983 0.83005 -0.30 0.33 -0.07 -0.163
N -0.42476 2.98153 -0.45205 -0.39 0.48 0.04 0.131
C 0.82344 1.75493 1.24005 0.32 0.33 0.86 -0.634
O 1.34974 1.81323 2.33485 -0.14 0.39 0.07 -0.009
O 0.99554 0.75713 0.42795 0.09 -0.67 -0.26 -0.394
H -2.78526 4.81263 -3.48095 0.23 -0.10 0.07 0.143
H -2.74266 5.39793 -0.16545 -0.05 0.06 -0.01 0.121
H -2.16016 5.12983 2.25135 -0.03 0.03 0.05 0.115
H -0.40676 3.43133 2.86135 0.01 -0.06 0.09 0.123
C -1.85836 0.82753 -3.43865 -0.25 -0.29 0.42 -0.234
C -1.05896 -0.03677 -4.19985 -0.15 -0.08 -0.18 -0.222
C -0.52336 -1.00617 -3.34345 0.09 -0.25 0.30 -0.239
C -0.97466 -0.73327 -2.03255 0.27 -0.42 -0.19 -0.260
C -1.79796 0.39983 -2.08395 -0.37 0.39 -0.49 -0.245
H -2.52706 1.57453 -3.82915 0.10 0.25 -0.04 0.085
H -0.94956 -0.01597 -5.27065 0.08 0.07 -0.13 0.087
H 0.08334 -1.84587 -3.64345 0.15 -0.03 0.00 0.085
H -0.80116 -1.33787 -1.16125 0.12 -0.04 0.16 0.048
H -2.40306 0.78763 -1.27945 0.04 0.10 0.15 0.088
C 3.60104 -3.29647 0.74815 -0.47 0.67 -0.07 -0.242
Si 2.28184 -2.29617 -0.23745 0.63 -1.18 -0.72 0.365
C 3.12714 -1.57727 -1.79195 -0.48 0.09 0.63 -0.212
C 0.97474 -3.60687 -0.72655 0.17 0.77 0.25 -0.199
As 1.94714 -0.61577 1.41765 -0.19 -0.12 -0.29 1.099
Si -0.02546 -1.34687 2.54775 -0.92 -0.52 0.74 0.403
C 0.59244 -2.89227 3.49595 -0.04 0.62 -0.48 -0.225
C -0.57406 -0.01117 3.80835 0.45 -0.32 -0.46 -0.208
C -1.58236 -1.74607 1.50545 0.83 0.18 0.13 -0.193
H 3.92024 -4.20387 0.24415 -0.09 -0.10 -0.23 0.027
H 3.19514 -3.58647 1.71665 -0.02 -0.09 0.16 0.006
H 4.48394 -2.68747 0.93495 0.09 0.06 0.03 0.019
H 3.50134 -2.36017 -2.44385 0.02 -0.29 -0.01 0.031
H 3.96724 -0.94427 -1.51645 0.11 0.09 0.09 0.027
H 2.43164 -0.97427 -2.37195 -0.08 0.02 -0.06 -0.041
H 1.46034 -4.44987 -1.20775 0.29 -0.10 -0.06 0.029
H 0.23954 -3.22227 -1.42395 -0.18 0.11 -0.09 0.004
H 0.45224 -3.98887 0.14735 -0.07 -0.03 0.14 0.011
H 1.53904 -2.65727 3.97775 0.13 0.00 0.14 0.021
H 0.76534 -3.72847 2.82505 0.03 -0.14 -0.17 0.010
H -0.10176 -3.22417 4.26075 -0.21 0.06 0.12 0.024
H 0.29144 0.45893 4.26435 0.12 0.08 0.08 0.021
H -1.19386 -0.42227 4.60255 -0.10 -0.25 -0.02 0.029
H -1.14796 0.77193 3.31715 -0.06 0.09 -0.11 0.015
H -1.43966 -2.60197 0.85345 0.07 -0.12 -0.14 0.012
H -1.85486 -0.89777 0.88085 -0.01 0.11 -0.09 0.014
H -2.43026 -1.96487 2.14915 -0.03 0.01 0.28 0.030



Entry 4:
78
Properties=species:S:1:pos:R:3:forces:R:3:lowdin_charge:R:1 method="wB97M-V/def2-TZVPD" spin_multiplicity=1 total_charge=-1 gap_ev=6.59 homo_energy_ev=-5.550 molar_mass_g_mol=2494.82 lumo_ha=0.0382 energy_ha=-70631.31681
C -3.19345 0.59014 -0.56289 -0.07 0.90 0.27 -0.065
C -2.03260 1.48121 -0.96579 0.38 0.14 -0.54 -0.426
O -2.20793 1.84388 -2.35748 0.45 -0.15 0.14 -0.126
C -0.67662 0.78280 -0.81941 -0.23 -0.09 -0.52 -0.192
O -0.57960 -0.08521 0.28184 -0.27 0.21 -0.05 -0.142
N -0.72641 0.54828 1.53278 0.75 -0.77 0.65 0.024
C 0.38166 1.43175 1.90055 -0.55 0.01 0.64 -0.274
C 1.72601 0.88303 1.50451 0.92 0.58 -0.74 -0.157
C 2.85648 1.89529 1.79065 -0.56 -0.13 -0.16 -0.177
C 2.65765 3.28341 1.17734 0.30 0.01 0.09 -0.179
C 2.49815 3.26793 -0.33932 0.11 0.00 0.45 -0.265
O 3.41936 4.20628 -0.91138 -0.39 -0.11 -0.43 -0.080
C 0.33753 1.54748 3.45910 -0.28 -0.39 1.53 -0.623
O 0.94218 0.63717 4.09698 -0.37 0.94 -0.35 -0.058
O -0.32508 2.51120 3.96006 0.56 -0.83 -0.92 -0.150
H -4.00132 0.78082 -1.26415 -0.11 -0.22 -0.13 0.037
H -3.55711 0.93321 0.40452 -0.08 -0.30 0.24 0.077
H -2.91689 -0.45818 -0.52362 -0.09 0.06 0.10 0.023
H -1.99650 2.42560 -0.42064 -0.29 -0.22 0.22 0.029
H -1.31601 2.01182 -2.69293 -0.28 0.09 -0.16 0.062
H -0.56462 0.15678 -1.70699 0.01 -0.32 0.06 0.089
H 0.14442 1.50538 -0.87467 0.06 0.20 0.31 0.108
H -1.64417 0.95366 1.65793 -0.05 0.15 -0.36 0.092
H 0.19950 2.44755 1.53220 0.28 0.06 -0.29 0.098
H 1.97457 -0.03528 2.02349 -0.38 -0.14 0.22 0.117
H 1.78674 0.65927 0.43782 -0.30 -0.09 -0.12 0.090
H 2.97818 1.96307 2.86944 0.12 0.13 0.11 0.108
H 3.77808 1.50062 1.36068 0.16 -0.16 0.12 0.111
H 1.83933 3.83060 1.63707 -0.13 -0.02 0.15 0.100
H 3.55920 3.85540 1.39399 0.08 0.16 -0.05 0.111
H 1.47324 3.52871 -0.61546 -0.07 0.01 -0.09 0.107
H 2.70370 2.25978 -0.70664 0.07 -0.05 -0.20 0.105
H 3.16509 4.27818 -1.84128 0.27 0.13 0.19 0.076
C -3.53973 5.20107 0.76910 0.06 -0.15 0.04 -1.599
Br -3.63576 4.75740 -1.10367 0.06 0.11 -0.02 0.583
Br -5.29753 5.34404 1.55278 0.04 -0.01 -0.04 0.565
Br -2.42772 3.95575 1.71799 0.05 0.20 0.42 0.695
H -3.07757 6.17377 0.84688 -0.02 0.03 -0.01 -0.031
C -1.28563 -2.08734 -4.04668 -0.19 -0.12 0.07 -1.583
Br -0.74893 -0.37044 -4.73732 -0.03 -0.05 -0.02 0.602
Br -2.68941 -1.94636 -2.73079 0.29 -0.12 -0.35 0.657
Br -1.78480 -3.27564 -5.48532 0.02 0.02 0.08 0.532
H -0.42350 -2.51661 -3.55582 0.02 -0.03 0.01 -0.047
C 0.89868 -4.75504 -8.92558 -0.03 0.07 -0.02 -1.621
Br -0.67946 -3.73106 -9.34552 0.02 -0.05 0.01 0.557
Br 1.65795 -4.19209 -7.24604 -0.04 -0.20 -0.08 0.557
Br 0.54320 -6.64807 -9.01176 0.10 0.18 0.00 0.536
H 1.62975 -4.54266 -9.69075 0.01 0.03 -0.01 -0.036
C -1.96018 -8.53037 -5.78182 -0.01 0.06 0.08 -1.631
Br -2.81850 -7.71169 -7.30010 0.03 -0.01 0.07 0.556
Br -0.09328 -8.06835 -5.68030 -0.07 -0.04 0.08 0.534
Br -2.87789 -8.11930 -4.14058 0.04 0.02 -0.07 0.580
H -2.01687 -9.59925 -5.92171 0.01 -0.02 -0.01 -0.033
C 0.94271 -0.73934 7.13800 0.02 0.05 -0.21 -1.619
Br 0.73731 0.35577 8.71124 0.02 -0.07 -0.07 0.549
Br 2.26156 -2.13433 7.40607 0.07 0.11 0.06 0.542
Br -0.70607 -1.53162 6.57409 -0.10 0.09 0.04 0.579
H 1.27932 -0.09504 6.32841 -0.05 -0.05 -0.13 -0.050
C 2.11727 -4.65612 -1.40447 -0.01 0.03 0.04 -1.650
Br 2.71169 -2.87670 -1.84526 -0.08 -0.05 0.01 0.571
Br 0.78128 -4.64491 -0.02977 -0.01 0.09 0.01 0.597
Br 1.49915 -5.60021 -2.96601 -0.05 0.01 -0.10 0.534
H 2.97065 -5.19521 -1.02124 0.04 0.01 -0.02 -0.033
C 6.01935 -1.74188 6.46809 -0.07 -0.03 -0.03 -1.669
Br 6.17077 0.16764 6.36715 0.00 0.01 -0.01 0.576
Br 5.24458 -2.48045 4.87238 0.06 0.02 0.01 0.557
Br 7.71167 -2.57248 6.89016 -0.04 0.02 -0.01 0.543
H 5.34377 -1.96466 7.28144 -0.01 0.00 0.01 -0.071
C 0.93078 4.58460 5.99265 -0.10 -0.16 -0.15 -1.634
Br 0.10410 5.45071 4.50133 -0.01 0.29 0.05 0.582
Br 2.70265 5.27721 6.29860 0.09 0.01 0.07 0.535
Br -0.15625 4.70191 7.58177 0.05 0.00 -0.03 0.543
H 1.02227 3.53504 5.73692 -0.14 -0.04 -0.09 -0.043
C -6.44855 1.11224 -3.57453 0.01 -0.02 -0.01 -1.628
Br -5.10462 0.34674 -4.71672 0.00 0.07 0.00 0.567
Br -7.01455 -0.14680 -2.22704 0.00 0.00 -0.02 0.568
Br -5.86685 2.75946 -2.77620 -0.05 -0.10 -0.04 0.566
H -7.30950 1.32911 -4.18838 -0.02 -0.01 0.00 -0.036